[1]
A cluster of 9 separate species, C46H119N9O14 in total, computed with the ωB97M-V functional and the def2-TZVPD basis.

The geometry in XYZ format:
```
188
Properties=species:S:1:pos:R:3:forces:R:3
C -4.090898 -1.059779 5.418360 1.11 -1.15 -0.01
O -4.197018 -2.431419 4.977610 -0.15 0.87 -0.42
C -4.236208 -3.434749 5.972380 -0.23 0.85 -0.17
C -4.948108 -4.682829 5.430150 -0.15 0.88 -0.96
C -4.836768 -5.814379 6.365740 0.15 -0.29 1.63
N -4.495208 -5.107129 4.072950 0.06 0.51 0.99
H -3.249508 -0.910749 6.095080 0.26 -0.43 0.52
H -4.968498 -0.720589 5.968700 -0.29 0.14 -0.50
H -3.760488 -0.481039 4.555810 -1.03 0.05 -0.06
H -3.214618 -3.609199 6.310020 0.31 -0.49 0.04
H -4.765488 -3.018209 6.829390 -0.29 -0.26 0.33
H -6.017518 -4.472209 5.419990 -0.07 0.38 -0.53
H -3.811928 -6.151189 6.521840 0.00 -0.63 -0.65
H -5.597558 -6.555899 6.121920 0.62 -0.42 -0.03
H -5.062178 -5.461349 7.372050 -0.42 0.14 0.20
H -3.494118 -5.003609 4.157810 0.59 -0.51 -0.25
H -4.692438 -4.381719 3.398420 -0.45 0.28 -0.05
C 2.750822 -1.913249 -4.308840 -0.51 -1.97 -0.57
O 1.669462 -2.646189 -4.973540 0.71 2.16 0.10
C 1.072192 -1.836899 -6.005030 -1.05 0.38 0.18
C -0.294438 -2.454689 -6.341590 -0.83 3.09 0.31
C -1.245578 -2.307439 -5.194360 0.46 1.77 1.30
N -0.103538 -3.805499 -6.499730 1.06 -2.50 -1.21
H 3.629512 -2.011309 -4.946330 0.09 0.77 -0.15
H 3.004122 -2.522959 -3.441540 -0.23 0.25 0.27
H 2.458522 -0.900649 -4.030810 0.11 -0.10 -0.20
H 0.862912 -0.809149 -5.708300 0.39 0.19 0.43
H 1.628312 -1.785969 -6.941100 0.64 -0.28 0.12
H -0.604908 -1.896259 -7.224690 -0.46 -0.11 -0.33
H -1.420978 -1.250919 -4.991660 -0.85 0.20 -0.19
H -0.646808 -2.553709 -4.317480 -0.15 -0.60 0.25
H -2.137168 -2.934009 -5.218330 -0.06 0.28 -0.28
H -0.748138 -4.261299 -5.869780 0.46 -0.66 -0.13
H 0.815262 -3.742349 -6.085090 0.20 -2.89 0.12
C -0.149508 -2.321869 1.719230 -0.40 0.31 -0.36
O 1.135132 -2.861459 1.582740 1.59 -0.41 -1.17
C 1.511292 -3.330689 0.221900 -1.13 0.52 1.01
C 3.020562 -3.203309 -0.099680 -0.06 0.60 0.48
C 3.887102 -4.123539 0.773180 -0.29 -1.08 0.15
N 3.483732 -1.846909 0.053780 1.06 1.20 1.46
H -0.261848 -1.897179 2.716780 0.31 -0.03 -0.13
H -0.970368 -3.027789 1.592860 0.05 -0.56 -0.12
H -0.319248 -1.543459 0.975340 -0.04 0.32 -0.06
H 1.026952 -4.305509 0.165040 0.61 -0.45 -0.34
H 1.029942 -2.725649 -0.546430 -0.37 0.41 0.14
H 3.179202 -3.254529 -1.176860 -0.37 -1.50 -0.12
H 3.389042 -5.089269 0.859210 -0.24 -0.10 -0.03
H 3.990142 -3.797209 1.808060 -0.34 0.52 -0.02
H 4.901022 -4.413289 0.497300 0.03 0.67 -0.73
H 3.487502 -1.595919 1.032090 0.04 0.05 0.22
H 3.028832 -1.069179 -0.402620 -0.51 -0.49 -0.51
C 2.991912 5.735921 3.999910 0.90 -0.66 0.02
O 2.231622 5.648661 2.813170 1.34 0.03 0.61
C 0.867692 5.438071 2.920100 -1.12 1.25 -0.75
C 0.326672 5.581801 1.492940 0.67 -1.23 0.63
C 0.405352 6.963881 0.885610 0.43 -0.07 0.35
N -1.012488 5.050261 1.475230 -1.15 -0.05 -0.27
H 3.117752 4.816511 4.571700 -1.02 -0.64 0.07
H 2.711192 6.501931 4.722780 -0.27 0.34 -0.34
H 4.040392 5.820611 3.714230 -0.07 0.87 -0.36
H 0.591292 4.460411 3.314930 0.13 -0.19 0.19
H 0.357592 6.222351 3.479390 0.10 -0.04 0.69
H 0.959592 4.870581 0.962210 0.53 0.27 -0.66
H -0.014118 6.916421 -0.119330 0.05 0.29 -0.04
H 1.442592 7.297811 0.858890 0.08 -0.17 -0.31
H -0.097908 7.723381 1.483940 -0.45 -0.19 0.00
H -1.004688 4.098771 1.813910 0.17 -0.29 0.48
H -1.264308 4.898581 0.508960 -0.34 0.35 -0.35
C 5.031202 1.347801 -1.989280 1.24 0.92 1.06
O 3.981442 2.261731 -2.221190 -0.87 -0.63 -1.31
C 3.120302 1.703231 -3.194280 -0.20 -0.76 -0.97
C 2.255772 2.692781 -3.919900 -0.43 0.82 2.38
N 1.342222 2.142421 -4.862430 -0.04 -0.19 -0.71
C 0.336062 3.125261 -5.186880 -1.51 -1.24 -1.10
C -0.505708 2.552491 -6.340390 -0.16 0.50 -0.54
O -1.127028 1.262591 -6.088190 3.10 3.04 3.51
C -1.813488 0.795451 -7.120730 -1.33 -1.65 -1.67
H 4.934122 0.314561 -2.322560 -0.50 0.15 -0.31
H 5.195032 1.317691 -0.912080 0.05 -0.10 0.10
H 5.911962 1.819651 -2.424830 0.34 -0.47 -0.15
H 2.608522 0.866221 -2.719300 -0.82 0.08 0.16
H 3.558442 1.225271 -4.070460 1.41 -0.31 0.17
H 2.905872 3.434771 -4.383500 -0.06 0.06 -0.09
H 1.651552 3.170171 -3.148460 0.08 0.82 0.37
H 0.818692 1.360371 -4.495790 0.26 -0.37 0.23
H 0.761642 4.090901 -5.459870 0.11 -0.15 -0.26
H -0.401668 3.317741 -4.407900 0.20 0.09 0.80
H 0.112942 2.569541 -7.237650 0.24 -0.77 -0.18
H -1.291788 3.263111 -6.595750 -0.44 0.13 0.21
H -1.135238 0.271661 -7.794320 -0.13 0.15 -0.77
H -2.397968 1.583451 -7.595650 -0.21 -0.13 -0.44
H -2.462058 0.030651 -6.693470 -0.39 -0.05 -0.46
C -2.233648 -0.012169 -1.879610 1.02 1.18 1.60
O -1.169768 0.231271 -0.840290 -0.54 -1.15 -1.21
C -0.939278 1.601941 -0.622100 0.07 1.03 -1.27
C 0.383662 1.943321 0.031840 -0.79 -0.37 0.08
N 0.300962 1.779941 1.452420 1.56 -0.19 0.79
C 1.643952 1.862431 2.146770 -2.06 -0.39 0.11
C 1.416832 1.280281 3.564020 0.59 0.52 -0.17
O 0.516892 0.191891 3.565460 -0.64 -0.04 0.57
C 0.025532 -0.153399 4.862690 0.23 -0.53 0.33
H -2.053598 0.579731 -2.777010 0.18 0.39 0.09
H -3.126638 0.333141 -1.358610 -0.44 -0.26 -0.52
H -2.305758 -1.037809 -2.241500 0.34 -0.15 0.82
H -1.770508 2.104411 -0.127450 -0.29 -0.06 0.20
H -0.774478 2.080061 -1.587680 -0.60 0.16 -0.57
H 0.628022 2.986281 -0.169720 0.22 -0.11 -0.46
H 1.037112 1.214181 -0.447180 0.95 0.26 -0.12
H 0.075902 0.797851 1.522830 -0.46 -0.25 0.75
H 2.007682 2.885301 2.244460 -0.26 0.19 -0.03
H 2.412442 1.342011 1.575210 0.09 -0.46 0.05
H 1.042222 2.020191 4.271350 -0.10 0.42 -0.20
H 2.420502 1.025681 3.904500 0.10 -0.51 0.44
H 0.844042 -0.556569 5.459010 0.02 -0.18 0.11
H -0.799268 -0.865849 4.847730 0.41 -0.65 -0.93
H -0.490728 0.567791 5.496320 0.51 1.36 -0.47
C -4.393338 1.208351 -4.912420 -0.47 0.37 -1.07
O -5.520318 1.146461 -5.800690 -1.59 0.25 0.70
C -6.847958 1.308701 -5.169910 0.87 -1.75 -0.83
C -7.258808 -0.039909 -4.527380 -0.19 -0.44 1.50
N -7.532538 -1.256149 -5.305800 0.61 2.27 0.45
C -6.336438 -1.820639 -5.916240 -1.72 -1.97 -1.60
C -6.838628 -2.628249 -7.170200 -0.06 1.15 0.54
O -5.767698 -3.323989 -7.676660 0.87 -3.16 -0.68
C -6.188468 -4.513899 -8.389530 0.47 0.36 -0.92
H -3.838388 2.049061 -5.328770 0.43 0.16 0.72
H -3.761488 0.327721 -5.027930 -0.18 -0.24 0.05
H -4.653528 1.321391 -3.859990 -0.09 0.21 -0.03
H -7.608198 1.502431 -5.926620 0.46 0.09 -0.62
H -6.883548 2.194321 -4.535470 0.26 -0.26 0.56
H -8.112558 0.072001 -3.859030 -0.40 0.54 -0.17
H -6.519568 -0.371539 -3.798240 0.59 0.28 0.00
H -8.366188 -1.112839 -5.857700 0.37 -0.19 -0.68
H -5.986108 -2.542679 -5.178660 0.43 -0.21 -0.18
H -5.489808 -1.218129 -6.245310 -0.45 0.63 0.18
H -7.195208 -2.028669 -8.007730 -0.22 1.03 0.21
H -7.712858 -3.241769 -6.952440 0.12 -0.46 0.61
H -5.391788 -5.174979 -8.730660 0.82 0.40 0.83
H -6.578398 -4.259749 -9.375160 -0.71 0.49 0.04
H -6.892638 -5.176719 -7.886610 -0.19 0.47 0.50
C -6.313878 1.041401 2.659290 2.22 0.51 1.90
O -4.926738 1.154181 3.217640 -2.40 -1.07 -0.05
C -4.029848 1.960221 2.532210 -0.16 -0.82 -0.05
C -2.803848 2.193091 3.442790 -2.24 1.46 -3.10
N -3.064358 3.408211 4.274150 0.93 -2.67 -0.74
C -1.872058 3.432741 5.036220 0.22 2.64 3.27
C -1.937688 4.734631 5.973740 0.43 -1.77 -0.04
O -1.394518 5.865821 5.367390 0.76 2.14 -0.45
C -1.222718 7.035691 6.236320 -1.58 -1.29 0.86
H -6.399378 0.351831 1.819470 0.19 0.23 -0.13
H -6.644048 2.065071 2.482710 -0.25 -0.12 -0.46
H -6.835408 0.657641 3.536120 -0.31 -0.12 -0.34
H -4.564698 2.849761 2.199400 0.37 0.77 0.28
H -3.774388 1.460091 1.598020 0.57 -0.22 -0.29
H -2.029008 2.312601 2.685540 0.74 0.58 0.23
H -2.482028 1.272221 3.929140 -0.56 0.30 0.77
H -3.224338 4.258401 3.752920 0.31 -0.13 -0.58
H -0.893628 3.325121 4.568030 0.06 0.39 -0.70
H -1.939278 2.559281 5.684800 0.11 0.02 0.45
H -1.416968 4.541991 6.911740 0.15 -0.13 0.25
H -3.003618 4.808231 6.189340 -0.20 0.46 0.14
H -2.167298 7.239041 6.740820 -0.48 -0.24 0.08
H -1.032828 8.023241 5.815860 0.63 -0.71 -1.07
H -0.560538 6.829391 7.077190 0.56 -0.15 -0.28
C 11.313082 -4.571009 0.027940 1.68 0.79 -1.00
O 11.107252 -3.552949 0.994370 -1.14 -1.28 0.76
C 10.963572 -4.119479 2.300290 -0.87 1.72 1.67
C 10.356212 -3.079959 3.311510 -0.08 0.23 -0.94
N 8.975392 -2.802829 3.047280 -0.77 -0.04 -0.80
C 8.176092 -2.161869 4.037670 -1.82 0.43 -0.70
C 6.702642 -2.113539 3.455270 2.59 0.32 1.19
O 5.912492 -1.450469 4.411830 -1.37 0.00 -0.35
C 4.541712 -1.500269 4.013750 -0.20 0.01 -1.06
H 11.635122 -4.042859 -0.869520 0.29 0.18 0.01
H 10.547992 -5.216399 -0.403590 -0.97 0.05 1.12
H 12.160542 -5.178869 0.344830 0.01 -0.33 -0.01
H 11.913602 -4.411919 2.747520 0.30 -0.27 -0.42
H 10.248782 -4.937719 2.387890 0.12 -0.47 -0.70
H 10.859672 -2.116769 3.228530 0.57 -0.02 0.00
H 10.416922 -3.381239 4.357280 0.67 -0.62 0.11
H 8.438532 -3.455459 2.494150 0.45 -0.27 0.08
H 8.532012 -1.152379 4.243490 0.02 0.10 0.04
H 8.016432 -2.676659 4.985090 0.58 -0.31 0.40
H 6.491422 -3.178639 3.360160 -0.81 -0.10 -0.26
H 6.757862 -1.610569 2.489830 -0.47 0.04 -0.14
H 4.424232 -1.197049 2.973390 0.41 0.12 -0.44
H 3.838052 -0.816379 4.488360 0.65 -0.04 0.94
H 4.124372 -2.507209 4.011820 0.10 -0.25 0.49
```
Forces are in eV/Å.

Properties
ΔE to the lowest compared entry with this formula, charge and spin	187.9	kcal per mole
SMILES	COC[C@H](C)N.COC[C@H](C)N.COC[C@H](C)N.COC[C@H](C)N.COCCNCCOC.COCCNCCOC.COCCNCCOC.COCCNCCOC.COCCNCCOC
charge	0
frontier orbital gap	8.7	eV
lowest unoccupied orbital energy	0.459	eV
molecular weight	1022.5	g/mol
HOMO energy	-8.24	eV

[2]
A cluster of 2 separate species, C24H27N5O2 in total, computed with the ωB97M-V functional and the def2-TZVPD basis.

The geometry in XYZ format:
```
58
Properties=species:S:1:pos:R:3:forces:R:3
C -6.693447 2.754672 -1.808615 0.26 -0.14 0.04
N -5.319940 3.253224 -1.735450 -0.57 0.71 -0.03
C -4.264312 2.515767 -1.360816 0.54 -1.32 -0.13
O -4.369812 1.337094 -1.036975 0.08 0.72 -0.01
C -2.880395 3.182560 -1.353552 0.12 0.48 -0.14
C -2.642698 3.872147 0.002285 0.12 -0.34 0.67
C -1.244155 3.732470 0.511861 0.35 -0.63 0.12
C -0.314705 4.709032 0.616817 -0.10 -0.49 0.02
N 0.866624 4.173113 1.095285 0.98 0.80 0.15
C 0.756487 2.816946 1.314126 -1.21 0.03 -0.45
C 1.656184 1.842036 1.767329 -0.37 -0.37 -0.03
C 1.221640 0.509966 1.866861 -0.41 1.13 -0.33
C -0.097473 0.170146 1.508179 -0.24 1.09 -0.26
C -0.990738 1.158239 1.053711 0.48 -0.10 0.20
C -0.586716 2.506383 0.950682 0.19 -0.82 0.16
N -2.678203 4.146739 -2.452612 -1.36 -0.68 0.65
C -1.499867 4.422902 -3.013508 1.95 0.02 -0.57
C -1.522088 5.408577 -4.159222 -0.05 -0.05 0.04
O -0.440725 3.927721 -2.661533 -0.38 -0.14 0.22
H -6.904936 2.404348 -2.819830 -0.11 -0.03 0.04
H -6.831048 1.920062 -1.116498 0.19 0.17 -0.11
H -7.395111 3.546987 -1.544533 0.14 -0.01 -0.04
H -5.165099 4.227320 -1.927939 -0.18 0.00 0.06
H -2.153756 2.372631 -1.453507 -0.13 0.12 -0.18
H -3.293362 3.416102 0.750853 -0.22 -0.03 -0.01
H -2.913402 4.927358 -0.058550 -0.05 0.00 -0.07
H -0.468113 5.742022 0.333964 0.48 -0.03 0.19
H 1.714981 4.706881 1.209539 -0.20 -0.15 -0.01
H 2.668063 2.111192 2.029473 0.13 0.01 0.04
H 1.907234 -0.249546 2.213067 0.07 0.00 0.01
H -0.432236 -0.855100 1.571174 -0.03 -0.03 -0.01
H -1.998086 0.887287 0.769266 -0.10 -0.13 -0.01
H -3.484436 4.593596 -2.850001 -0.01 -0.01 -0.09
H -1.886077 6.370247 -3.804455 -0.12 0.15 -0.13
H -0.508715 5.522990 -4.543175 -0.15 -0.04 0.11
H -2.165872 5.029904 -4.950631 -0.11 0.15 -0.12
C 5.517875 -4.632114 2.494915 0.16 -0.14 -0.17
C 5.271146 -5.461659 1.271103 -1.19 -0.18 -0.36
N 6.230313 -6.140730 0.685303 -0.26 -0.57 -0.72
N 5.626481 -6.808925 -0.337332 -1.08 -0.23 -0.55
C 4.264695 -6.567332 -0.402379 1.21 0.07 0.30
C 3.990998 -5.694393 0.607707 0.73 0.38 0.65
C 2.669048 -5.147157 0.934807 -0.29 0.14 0.17
C 1.518585 -5.930749 0.752700 -0.36 0.42 0.24
C 0.252760 -5.431380 1.077515 0.45 0.23 -0.06
C 0.123571 -4.138631 1.590126 0.24 -0.09 -0.04
C 1.260836 -3.349221 1.771545 0.07 -0.50 -0.16
C 2.523488 -3.845313 1.436714 -0.50 -0.12 0.07
H 5.615863 -3.579283 2.218807 -0.01 -0.01 0.16
H 6.441685 -4.950861 2.986312 -0.13 0.06 -0.13
H 4.688579 -4.739286 3.199525 0.09 0.09 -0.09
H 6.126536 -7.424325 -0.981483 -0.01 0.60 0.75
H 3.558122 -6.973762 -1.120038 0.59 -0.09 -0.02
H 1.604430 -6.943138 0.372682 0.07 0.05 0.07
H -0.628657 -6.048906 0.932919 0.12 0.06 0.02
H -0.857028 -3.749127 1.847855 0.12 -0.05 -0.02
H 1.166262 -2.352422 2.182613 0.01 -0.04 -0.06
H 3.388720 -3.205304 1.565013 -0.02 -0.11 -0.04
```
Forces are in eV/Å.

Properties
ΔE to the lowest compared entry with this formula, charge and spin	35.5	kcal per mole
SMILES	CNC(=O)[C@H](Cc1c[nH]c2ccccc12)NC(C)=O.Cc1n[nH]cc1-c1ccccc1
charge	0
frontier orbital gap	8.1	eV
lowest unoccupied orbital energy	0.406	eV
molecular weight	417.5	g/mol
HOMO energy	-7.65	eV